Below is one molecule with the formula C5H10O2 at a distorted geometry, with properties calculated with ωB97M-V/def2-TZVPD.

Summary:
- SMILES: C[C@@H]1OC[C@H](C)O1
- HOMO-LUMO gap: 0.385 Eh
- LUMO: 0.03672 Eh
- Highest occupied orbital energy: -9.5 eV
- E_tot: -9440.9582 eV

Cartesian coordinates (Å):
C1 -0.98034 0.26335 -1.86534
C2 0.28357 0.53308 -1.09185
C3 0.25534 1.50560 0.07521
O1 0.89253 0.75514 1.17621
C4 0.88822 -0.64709 0.95001
C5 -0.16911 -1.40486 1.71923
O2 0.78930 -0.87077 -0.42152
H1 -0.82281 -0.70425 -2.33645
H2 -1.17178 0.99208 -2.65735
H3 -1.85797 0.24978 -1.21795
H4 1.13513 0.67085 -1.74140
H5 -0.76370 1.83880 0.35643
H6 0.92574 2.36909 -0.05504
H7 1.87750 -0.82534 1.37697
H8 -1.15094 -1.00846 1.46742
H9 -0.14111 -2.47598 1.48514
H10 0.01041 -1.24103 2.78028

Forces on atoms 1 to 6 (eV/Å):
0.1 -0.1 0.1
1.1 -2.3 0.9
0.8 -1.1 1.3
-1.2 1.3 -0.7
0.4 0.6 0.2
-0.1 0.3 0.0

Atomic partial charges in e from the Mulliken method, atoms 1 to 2: number 1, C, carries -1.331; number 2, C, carries 0.452

Below is one molecule with the formula C5H10O2, with properties calculated with ωB97M-V/def2-TZVPD.

Summary:
- SMILES: CO[C@H]1C[C@H]1CO
- HOMO-LUMO gap: 0.399 Eh
- LUMO: 0.03611 Eh
- Highest occupied orbital energy: -9.9 eV
- E_tot: -9440.5311 eV

Cartesian coordinates (Å):
C1 -1.48521 -1.59933 -0.71471
O1 -0.82418 -0.35427 -0.69640
C2 -0.57310 0.07871 0.60991
C3 0.62792 -0.49986 1.29145
C4 0.65061 0.91882 0.76151
C5 1.36391 1.32647 -0.52213
O2 0.49893 1.98238 -1.42545
H1 -2.48719 -1.51140 -0.27149
H2 -0.91398 -2.35079 -0.15146
H3 -1.57461 -1.91033 -1.75813
H4 -1.47512 0.30268 1.18338
H5 0.59311 -0.62732 2.36972
H6 1.17466 -1.27193 0.75271
H7 0.60678 1.69123 1.52495
H8 2.15642 2.04532 -0.29164
H9 1.83390 0.45324 -0.99672
H10 -0.17284 1.32638 -1.66551

Forces on atoms 1 to 6 (eV/Å):
-0.1 -0.2 0.0
0.0 0.0 0.0
-0.1 0.1 0.2
0.2 -0.1 0.1
0.0 0.2 -0.1
0.3 -0.1 0.3

Atomic partial charges in e from the Mulliken method, atoms 1 to 2: number 1, C, carries -0.802; number 2, O, carries -0.372

Below is C5H10O2 as an isolated structure at a distorted geometry, with properties calculated with ωB97M-V/def2-TZVPD.

Summary:
- HOMO-LUMO gap: 0.385 Eh
- LUMO: 0.03584 Eh
- Highest occupied orbital energy: -9.5 eV
- E_tot: -9438.3169 eV

Cartesian coordinates (Å):
C1 -2.43630 -0.01181 0.28044
O1 -1.31527 0.35338 1.03678
C2 0.48675 0.29112 -0.54657
C3 1.39855 1.28837 0.14500
O2 2.52508 0.39518 -0.07017
C4 1.68945 -0.48971 -0.81263
C5 0.75081 -1.17457 0.11240
H1 -2.79690 0.84445 -0.30690
H2 -2.24171 -0.83565 -0.42840
H3 -3.22450 -0.32474 0.96791
H4 -0.34040 0.59661 -1.19446
H5 1.19273 1.52201 1.19586
H6 1.56042 2.23163 -0.40150
H7 2.01511 -0.93240 -1.73633
H8 0.21158 -2.04938 -0.26593
H9 1.16078 -1.36403 1.11696
H10 -0.63618 -0.34048 0.90755

Forces on atoms 1 to 6 (eV/Å):
-0.5 -0.1 0.0
-0.4 -0.1 0.8
0.2 -0.5 0.0
-0.1 0.0 0.2
0.5 0.0 -0.1
0.7 -0.2 -0.6

Atomic partial charges in e from the Mulliken method, atoms 1 to 2: number 1, C, carries -0.696; number 2, O, carries -0.534

Below is one molecule with the formula C5H10O2 at a distorted geometry, with properties calculated with ωB97M-V/def2-TZVPD.

Summary:
- SMILES: CO[C@H]1C[C@H]1CO
- HOMO-LUMO gap: 0.375 Eh
- LUMO: 0.03499 Eh
- Highest occupied orbital energy: -9.3 eV
- E_tot: -9439.0850 eV

Cartesian coordinates (Å):
C1 -0.59337 -0.98837 -2.14054
O1 -0.22255 -0.94555 -0.77753
C2 0.51103 0.20263 -0.51628
C3 -0.21252 1.49888 -0.24594
C4 0.49311 0.76309 0.84066
C5 -0.07422 0.12264 2.08420
O2 -0.03474 -1.27649 2.26130
H1 0.29417 -0.98013 -2.79071
H2 -1.22108 -0.12441 -2.39849
H3 -1.15195 -1.91107 -2.30225
H4 1.49704 0.23548 -0.97282
H5 0.26579 2.43519 -0.50213
H6 -1.29843 1.48338 -0.26810
H7 1.52390 1.25640 1.02917
H8 0.83539 0.61584 2.45856
H9 -0.94692 0.55118 2.60093
H10 -0.10749 -1.73606 1.41517

Forces on atoms 1 to 6 (eV/Å):
-0.1 -0.1 -0.3
-0.1 0.1 0.1
0.2 0.2 -0.4
-0.1 0.2 -0.4
1.1 0.5 -0.5
1.5 1.1 0.6

Atomic partial charges in e from the Mulliken method, atoms 1 to 2: number 1, C, carries -0.774; number 2, O, carries -0.351

Below is C5H10O2 as an isolated structure, with properties calculated with ωB97M-V/def2-TZVPD.

Summary:
- HOMO-LUMO gap: 0.331 Eh
- LUMO: 0.02855 Eh
- Highest occupied orbital energy: -8.2 eV
- E_tot: -9439.0390 eV

Cartesian coordinates (Å):
C1 -1.45636 -0.67193 -0.24473
C2 -0.49685 0.47373 0.03855
O1 -0.78599 1.64906 -0.67273
C3 -0.20047 0.51282 1.48385
C4 0.89989 0.02185 0.00778
C5 1.30266 -1.05702 -1.01486
O2 1.97942 0.83581 0.22132
H1 -2.45985 -0.34637 0.03792
H2 -1.44735 -0.94450 -1.30018
H3 -1.21301 -1.55774 0.35584
H4 -1.28738 2.21220 -0.07292
H5 0.05485 1.52143 1.85946
H6 -0.84431 -0.01120 2.19296
H7 2.39024 -1.10035 -1.14493
H8 0.93346 -2.05367 -0.78252
H9 0.87693 -0.78350 -1.99878
H10 1.75410 1.29939 1.03399

Forces on atoms 1 to 6 (eV/Å):
-0.2 0.0 -0.2
0.0 -0.2 -0.1
-0.3 0.4 0.1
0.0 -0.3 -0.1
-0.2 -0.2 0.1
-0.1 -0.1 0.4

Atomic partial charges in e from the Mulliken method, atoms 1 to 2: number 1, C, carries -1.643; number 2, C, carries 1.485

Below is a 2-piece molecular cluster, C5H10O2 overall, with properties calculated with ωB97M-V/def2-TZVPD.

Summary:
- SMILES: CCC=O.C=CO
- HOMO-LUMO gap: 0.346 Eh
- LUMO: 0.02531 Eh
- Highest occupied orbital energy: -8.7 eV
- E_tot: -9441.0908 eV

Cartesian coordinates (Å):
C1 -2.84795 -0.54152 0.00952
C2 -1.70142 -0.10974 -0.90870
C3 -0.37842 -0.44470 -0.29011
O1 0.44996 -1.15745 -0.82273
C4 2.48297 1.30311 0.02408
C5 2.73955 0.43026 1.00164
O2 2.41170 -0.87613 1.06796
H1 -3.81145 -0.26863 -0.42833
H2 -2.83782 -1.62528 0.16283
H3 -2.77295 -0.05838 0.99000
H4 -1.75197 -0.59753 -1.88603
H5 -1.73668 0.97787 -1.06033
H6 -0.18087 -0.01415 0.71300
H7 1.86302 -1.11682 0.29253
H8 2.79367 2.33397 0.14878
H9 2.00213 1.02790 -0.91061
H10 3.27654 0.73723 1.89650

Forces on atoms 1 to 6 (eV/Å):
-0.1 0.0 0.1
0.0 0.0 -0.1
0.2 -0.2 -0.2
-0.4 0.3 0.2
0.0 -0.1 0.0
0.1 0.3 0.1

Atomic partial charges in e from the Mulliken method, atoms 1 to 2: number 1, C, carries -1.112; number 2, C, carries -0.392

Q: Look up the E_tot of the third one.
A: -9438.3169 eV

Q: Which value of E_tot does entry 4 give?
A: -9439.0850 eV

Q: The highest HOMO-LUMO gap belongs to which entry?
A: number 2

Please write out number 4 again, unchanged.
Below is one molecule with the formula C5H10O2 at a distorted geometry, with properties calculated with ωB97M-V/def2-TZVPD.

Summary:
- SMILES: CO[C@H]1C[C@H]1CO
- HOMO-LUMO gap: 0.375 Eh
- LUMO: 0.03499 Eh
- Highest occupied orbital energy: -9.3 eV
- E_tot: -9439.0850 eV

Cartesian coordinates (Å):
C1 -0.59337 -0.98837 -2.14054
O1 -0.22255 -0.94555 -0.77753
C2 0.51103 0.20263 -0.51628
C3 -0.21252 1.49888 -0.24594
C4 0.49311 0.76309 0.84066
C5 -0.07422 0.12264 2.08420
O2 -0.03474 -1.27649 2.26130
H1 0.29417 -0.98013 -2.79071
H2 -1.22108 -0.12441 -2.39849
H3 -1.15195 -1.91107 -2.30225
H4 1.49704 0.23548 -0.97282
H5 0.26579 2.43519 -0.50213
H6 -1.29843 1.48338 -0.26810
H7 1.52390 1.25640 1.02917
H8 0.83539 0.61584 2.45856
H9 -0.94692 0.55118 2.60093
H10 -0.10749 -1.73606 1.41517

Forces on atoms 1 to 6 (eV/Å):
-0.1 -0.1 -0.3
-0.1 0.1 0.1
0.2 0.2 -0.4
-0.1 0.2 -0.4
1.1 0.5 -0.5
1.5 1.1 0.6

Atomic partial charges in e from the Mulliken method, atoms 1 to 2: number 1, C, carries -0.774; number 2, O, carries -0.351